Computed, not measured: a molecular structure, C31H29F3N5O6SV at a distorted geometry, with ωB97M-V/def2-TZVPD.

XYZ file:
```
76
Properties=species:S:1:pos:R:3:lowdin_charge:R:1
V 0.067 -0.274 -0.067 0.759
O 2.628 -5.560 -1.411 0.094
C 2.136 -4.343 -1.105 -0.266
C 2.448 -3.202 -1.854 0.086
C 1.897 -2.016 -1.459 -0.149
N 1.124 -1.960 -0.377 0.033
C 0.788 -3.043 0.326 -0.132
C 1.278 -4.271 -0.009 0.094
C -0.195 -2.678 1.446 -0.522
O -0.634 -3.489 2.213 0.118
O -0.433 -1.373 1.433 -0.192
C 1.956 -0.654 -2.175 -0.531
O 2.669 -0.466 -3.121 0.111
O 1.132 0.195 -1.592 -0.137
H 3.200 -5.504 -2.182 0.117
H 3.089 -3.236 -2.731 0.140
H 1.003 -5.157 0.553 0.145
C -4.569 2.409 -3.180 -0.073
C -4.980 2.038 -1.761 -0.195
N -3.865 2.112 -0.784 -0.111
C -3.827 3.295 0.101 -0.241
C -3.007 4.452 -0.462 -0.081
C -2.916 1.158 -0.786 -0.602
S -1.549 1.385 0.285 0.805
N -3.172 0.137 -1.626 0.115
C -2.397 -0.925 -1.786 -0.378
O -1.289 -1.175 -1.249 -0.089
C -2.889 -1.970 -2.750 -0.124
C -4.062 -1.796 -3.476 -0.022
C -4.458 -2.754 -4.402 -0.076
C -3.685 -3.892 -4.601 -0.086
C -2.523 -4.078 -3.862 -0.073
C -2.129 -3.118 -2.939 -0.015
H -5.447 2.408 -3.835 0.078
H -3.847 1.688 -3.567 0.066
H -4.117 3.404 -3.212 0.067
H -5.375 1.029 -1.747 0.104
H -5.753 2.715 -1.408 0.110
H -3.418 2.988 1.056 0.076
H -4.856 3.605 0.260 0.111
H -1.994 4.119 -0.699 0.059
H -2.938 5.255 0.282 0.079
H -3.465 4.863 -1.367 0.067
H -4.652 -0.903 -3.310 0.100
H -5.368 -2.610 -4.972 0.102
H -3.988 -4.633 -5.333 0.103
H -1.922 -4.967 -4.009 0.102
H -1.226 -3.249 -2.357 0.108
N 0.562 0.187 3.704 0.129
C 1.920 0.152 3.984 -0.320
C 2.731 -0.840 3.419 -0.053
C 4.108 -0.806 3.581 -0.103
C 4.715 0.206 4.316 -0.114
C 3.909 1.169 4.923 -0.099
C 2.529 1.146 4.764 -0.048
H -0.035 0.715 4.315 0.102
H 0.133 -0.596 3.235 0.068
H 2.262 -1.647 2.860 0.111
H 4.715 -1.586 3.134 0.106
H 5.795 0.239 4.427 0.101
H 4.360 1.939 5.542 0.106
H 1.908 1.903 5.239 0.112
F 4.323 4.579 2.715 0.146
C 4.745 3.513 2.020 -0.585
F 5.702 2.903 2.731 0.151
F 5.304 3.957 0.883 0.157
C 3.617 2.566 1.714 -0.104
C 3.895 1.360 1.125 0.026
C 2.846 0.533 0.804 -0.092
N 1.556 0.841 1.000 -0.001
C 1.315 2.010 1.618 -0.126
C 2.311 2.896 1.983 0.028
H 4.913 1.053 0.911 0.142
H 3.051 -0.434 0.369 0.120
H 0.292 2.247 1.835 0.060
H 2.053 3.835 2.455 0.131
```

Computed properties:
energy = -3565.9710 Eh
HOMO (spin up / spin down) = -8.0 / -8.0 eV
multiplicity = 3
energy above the lowest of the compared OMol25 structures with the same formula, charge and spin = 15.3 kcal per mole
LUMO energy (spin up / spin down) = -0.158 / -0.214 eV